C9H11NO2S | wB97M-V/def2-TZVPD

Values from the calculation:
Total energy = -952.79869 hartree
2S+1 = 1
Total charge = 0
Energy relative to the best compared isomer or geometry (same formula, charge and spin) = 122.3 kcal per mole

Last columns: bonded neighbours and bond lengths (Å).
Atoms and positions in Å:
1 C 2.687 1.751 -0.230  C2 1.358, C3 1.427, H14 1.039
2 C 1.753 2.554 0.343  C1 1.358, C4 1.418, H15 1.037
3 C 2.299 0.505 -0.808  C1 1.427, C5 1.355, H16 1.162
4 C 0.402 2.132 0.426  C2 1.418, C6 1.403, H17 1.081
5 C 0.999 0.126 -0.834  C3 1.355, C6 1.442, S13 2.222, H18 1.177
6 C 0.021 0.887 -0.097  C4 1.403, C5 1.442, N10 1.380
7 C -0.675 -1.958 0.891  C9 1.829, S13 1.712, H19 1.079
8 C -3.131 -1.247 0.012  C9 1.531, H20 1.117, H21 1.098, H22 1.132
9 C -1.657 -0.964 -0.290  C7 1.829, C8 1.531, N10 1.461, H23 1.093
10 N -1.263 0.402 0.048  C6 1.380, C9 1.461, H24 1.019
11 O 1.879 -1.527 1.227  S13 1.433
12 O 1.359 -2.621 -0.888  S13 1.445
13 S 0.897 -1.825 0.226  C5 2.222, C7 1.712, O11 1.433, O12 1.445
14 H 3.693 1.948 -0.062  C1 1.039
15 H 1.984 3.448 0.814  C2 1.037
16 H 3.098 -0.089 -1.408  C3 1.162
17 H -0.245 2.897 0.833  C4 1.081
18 H 0.686 -0.549 -1.747  C5 1.177
19 H -0.900 -1.424 1.800  C7 1.079
20 H -3.936 -0.547 -0.317  C8 1.117
21 H -3.321 -2.219 -0.462  C8 1.098
22 H -3.406 -1.285 1.110  C8 1.132
23 H -1.365 -1.310 -1.284  C9 1.093
24 H -1.857 0.916 0.696  N10 1.019

Atomic partial charges in e from the Löwdin method, atoms 1 to 8: atom 1 (C): -0.07, atom 2 (C): -0.06, atom 3 (C): -0.08, atom 4 (C): 0.00, atom 5 (C): -0.22, atom 6 (C): -0.24, atom 7 (C): -0.13, atom 8 (C): -0.10